# 1
61
Properties=species:S:1:pos:R:3:forces:R:3 method="wB97M-V/def2-TZVPD" lumo_ev=2.609 total_charge=-1 homo_ev=-5.1 orbital_gap_ev=7.754
C 5.730 0.544 -0.791 -0.065 -0.151 -0.083
O 5.050 -0.623 -1.202 0.024 -0.107 0.093
C 3.634 -0.512 -1.150 0.062 0.110 -0.043
C 3.071 0.278 -2.320 -0.074 -0.071 -0.309
C 1.554 0.448 -2.310 -0.206 -0.012 0.265
C 1.031 1.381 -1.210 0.262 0.262 -0.371
N -0.394 1.307 -0.986 -0.147 -0.004 0.312
C -1.032 2.611 -0.823 0.179 0.226 -0.112
C -0.608 3.461 0.378 -0.180 0.324 -0.233
O -0.922 4.846 0.089 -0.019 -0.195 -0.004
C -0.997 0.166 -0.300 -0.313 0.117 -0.410
I 0.486 -1.067 0.714 0.198 -0.433 0.328
C -1.707 -0.722 -1.325 0.318 0.147 -0.053
C -2.352 -2.014 -0.823 -0.276 -0.151 -0.292
C -1.612 -3.279 -1.269 0.168 0.348 -0.163
Cl -1.483 -4.529 0.000 -0.087 -0.161 0.079
C -2.002 0.617 0.833 0.914 -0.063 0.435
O -1.497 0.882 1.930 0.118 0.246 0.301
O -3.176 0.679 0.471 -1.108 0.099 -0.505
H 5.162 1.087 -0.033 -0.033 0.045 0.078
H 5.925 1.206 -1.638 0.010 0.122 -0.025
H 6.677 0.238 -0.352 0.073 0.011 -0.013
H 3.340 -0.083 -0.189 -0.017 0.027 0.066
H 3.249 -1.530 -1.187 -0.021 -0.061 0.045
H 3.341 -0.274 -3.225 0.096 0.080 -0.071
H 3.552 1.256 -2.401 0.067 0.079 0.133
H 1.078 -0.529 -2.221 0.057 -0.041 0.041
H 1.224 0.875 -3.257 -0.001 -0.105 -0.158
H 1.226 2.400 -1.559 0.035 0.054 0.037
H 1.620 1.274 -0.293 -0.073 -0.143 0.097
H -2.113 2.507 -0.843 -0.079 -0.146 0.084
H -0.768 3.204 -1.704 -0.007 -0.040 -0.082
H 0.464 3.357 0.541 0.070 -0.102 0.139
H -1.151 3.177 1.270 0.073 -0.168 0.214
H -0.115 5.359 0.145 0.041 -0.001 0.003
H -1.002 -0.917 -2.136 -0.041 -0.107 -0.095
H -2.478 -0.067 -1.728 -0.050 0.049 -0.031
H -3.351 -2.058 -1.258 -0.065 -0.045 0.187
H -2.502 -2.008 0.253 0.129 0.081 0.104
H -0.594 -3.048 -1.572 0.076 -0.026 0.124
H -2.114 -3.742 -2.114 -0.016 -0.114 0.001
N 3.836 -1.290 2.708 0.052 -0.016 0.003
C 3.705 -0.359 3.698 -0.029 -0.013 -0.005
C 4.958 0.100 4.007 0.042 0.009 -0.020
C 5.879 -0.582 3.164 -0.004 0.040 0.017
C 5.152 -1.431 2.371 -0.024 -0.033 -0.003
H 3.073 -1.787 2.284 -0.070 0.065 -0.060
H 2.736 -0.099 4.086 -0.013 0.010 -0.013
H 5.188 0.846 4.749 0.001 0.005 0.009
H 6.949 -0.457 3.136 0.012 -0.002 0.002
H 5.457 -2.110 1.594 0.005 0.011 -0.028
N -7.225 -0.220 1.266 -0.022 0.003 0.002
C -8.108 -1.159 0.800 0.036 0.048 0.032
C -7.524 -1.769 -0.279 0.055 0.007 -0.041
C -6.244 -1.171 -0.462 -0.067 -0.039 -0.031
C -6.084 -0.218 0.509 -0.139 0.115 0.063
H -7.384 0.380 2.053 0.023 0.004 0.029
H -9.062 -1.315 1.273 -0.004 -0.005 -0.001
H -7.963 -2.558 -0.868 0.000 -0.004 -0.002
H -5.520 -1.412 -1.220 0.015 0.003 -0.004
H -5.263 0.453 0.725 0.039 -0.191 -0.068



# 2
21
Properties=species:S:1:pos:R:3:forces:R:3 method="wB97M-V/def2-TZVPD" lumo_ev=-4.429 relative_energy_ev=4.9566 total_charge=+1 homo_ev=-13.4 orbital_gap_ev=8.927
N 3.088 -1.331 -0.091 1.885 -1.354 -0.004
N 1.733 -1.277 -0.260 0.771 3.329 -0.717
C 1.112 -0.142 -0.182 0.395 3.498 2.242
O 1.934 1.074 0.062 -0.919 -4.084 0.360
N 1.228 2.186 0.602 -1.576 -0.267 -2.561
C -0.327 -0.119 -0.085 -2.101 0.440 -0.068
C -1.014 -1.225 0.474 -1.050 2.717 -1.731
C -2.439 -1.310 0.478 4.290 0.497 0.047
C -3.125 -0.271 -0.052 -1.249 -0.954 0.098
C -2.458 0.874 -0.518 0.155 -1.800 0.570
C -1.089 0.990 -0.556 -0.326 -2.551 0.851
H 3.638 -1.573 -0.914 -0.698 -0.225 -0.055
H 3.549 -0.520 0.327 -1.129 -0.061 0.100
H 1.127 -1.979 -0.629 0.512 -1.428 -0.088
H 1.389 2.778 -0.197 -0.287 1.142 0.532
H 1.488 2.597 1.477 1.315 -0.723 0.535
H -0.307 -1.893 0.774 0.826 -2.697 1.595
H -2.808 -2.167 0.921 -1.300 -1.518 0.595
H -4.230 -0.504 -0.109 1.217 1.320 -0.103
H -3.192 1.505 -0.833 -0.951 2.741 -1.300
H -0.499 1.732 -0.961 0.219 1.977 -0.900